[1]
18
Properties=species:S:1:pos:R:3 method="wB97M-V/def2-TZVPD" multiplicity=1 homo_ev=-7.755 gap_ev=7.81 total_energy_ha=-1027.03365 e_lumo_ev=0.0565 fmax_ev_per_a=4.22 total_charge=0 relative_energy_kcal_mol=41.5
Si 0.42 0.24 -1.80
Si 1.61 -2.38 -0.39
Si -0.74 1.35 -0.27
O 2.49 -2.00 0.93
C -2.44 0.45 -0.24
C 0.12 1.35 1.47
H -0.42 0.12 -3.03
H 2.47 -3.11 -1.19
H 1.22 1.21 1.46
H 2.60 -2.46 1.72
H -3.04 0.47 -1.15
H 0.30 -2.87 0.12
H 1.73 0.72 -2.31
H -0.35 0.48 1.98
H -3.05 0.97 0.54
H -2.62 -0.62 0.20
H -0.93 2.70 -0.80
H -0.02 2.24 2.12

=====

[2]
126
Properties=species:S:1:pos:R:3 method="wB97M-V/def2-TZVPD" multiplicity=2 homo_ev="-9.922 / -9.922" gap_ev="7.82 / 2.84" total_energy_ha=-2798.10636 e_lumo_ev="-2.1023 / -7.0799" fmax_ev_per_a=4.45 total_charge=+1 s2=0.754
O -15.09 -27.08 -7.83
O -19.30 -30.07 -4.10
O -8.32 -26.64 -6.11
O -17.21 -29.21 -4.48
O -14.22 -24.27 -4.49
O -13.92 -28.86 -7.65
O -12.74 -33.13 -10.49
O -18.08 -24.45 -6.71
O -15.51 -25.52 -14.13
O -7.47 -35.28 -13.76
O -19.24 -26.18 -7.38
O -8.01 -29.07 -10.34
O -18.83 -29.37 -6.13
O -13.74 -24.40 0.21
O -17.50 -30.24 -10.77
O -12.89 -26.83 -7.50
O -19.16 -25.75 -5.22
N -17.51 -28.32 -13.28
N -10.15 -35.08 -12.28
N -13.46 -26.09 -2.32
N -9.81 -27.95 -8.54
C -13.87 -27.51 -7.64
C -9.40 -29.29 -10.56
C -15.29 -29.31 -7.64
C -15.48 -24.60 -5.11
C -14.55 -25.04 -15.11
C -18.74 -25.60 -8.54
C -18.90 -25.49 -6.35
C -10.01 -27.94 -7.05
C -17.53 -26.90 -13.68
C -8.65 -34.60 -14.17
C -16.58 -30.08 -11.87
C -10.05 -29.25 -9.17
C -20.16 -29.72 -6.21
C -14.00 -32.60 -10.87
C -17.62 -24.72 -7.99
C -12.33 -25.43 -1.58
C -10.89 -34.49 -11.20
C -16.36 -26.56 -14.64
C -13.38 -26.36 -3.73
C -16.09 -28.03 -7.84
C -11.95 -33.46 -11.62
C -9.71 -26.62 -6.49
C -13.78 -24.16 1.61
C -7.87 -25.44 -5.48
C -12.77 -25.38 -0.10
C -17.53 -31.60 -10.22
C -20.26 -30.55 -4.96
C -9.51 -34.00 -13.02
C -16.45 -28.63 -12.33
C -6.71 -35.87 -14.74
C -7.20 -29.33 -11.48
C -18.34 -29.45 -4.84
C -13.12 -25.10 -4.54
H -16.39 -28.04 -11.41
H -14.99 -24.58 -15.99
H -15.79 -27.44 -14.93
H -20.30 -30.34 -7.10
H -20.75 -28.81 -6.13
H -18.39 -28.66 -12.92
H -7.47 -30.11 -12.19
H -11.01 -28.23 -6.74
H -15.60 -30.38 -11.51
H -9.55 -30.22 -11.11
H -8.36 -33.82 -14.88
H -9.35 -28.69 -6.60
H -12.65 -27.14 -3.90
H -11.43 -35.33 -10.76
H -9.88 -25.91 -7.30
H -13.11 -23.34 1.87
H -16.61 -25.14 -8.04
H -16.84 -30.80 -12.64
H -13.03 -25.36 -5.59
H -16.78 -26.10 -15.54
H -6.28 -35.16 -15.45
H -8.42 -25.08 -4.61
H -18.50 -26.58 -14.06
H -11.41 -26.02 -1.56
H -14.04 -32.11 -11.84
H -17.92 -31.62 -9.20
H -14.28 -26.88 -4.05
H -6.82 -25.69 -5.28
H -15.52 -28.67 -12.90
H -7.20 -28.46 -12.15
H -15.58 -29.88 -6.76
H -16.24 -23.81 -5.08
H -14.23 -25.48 -2.11
H -11.54 -32.50 -11.93
H -15.52 -30.02 -8.44
H -14.38 -31.90 -10.13
H -9.27 -35.35 -14.66
H -15.15 -24.78 -6.13
H -18.58 -26.36 -9.30
H -5.80 -36.23 -14.26
H -16.82 -27.93 -7.04
H -13.93 -24.28 -14.62
H -14.78 -33.35 -10.97
H -7.10 -36.74 -15.26
H -9.72 -28.39 -11.09
H -15.94 -25.50 -4.73
H -20.04 -31.61 -5.11
H -8.87 -33.41 -12.36
H -13.37 -24.98 2.19
H -12.02 -24.44 -1.91
H -12.24 -24.63 -4.10
H -18.04 -32.35 -10.81
H -11.86 -25.27 0.48
H -16.62 -28.00 -8.80
H -16.49 -31.91 -10.08
H -14.74 -23.80 1.98
H -10.15 -33.23 -13.44
H -9.61 -30.11 -8.67
H -8.92 -27.59 -8.84
H -9.46 -35.69 -11.85
H -10.26 -34.09 -10.40
H -12.51 -33.92 -12.43
H -21.22 -30.49 -4.47
H -11.13 -29.43 -9.15
H -17.55 -23.76 -8.52
H -17.34 -26.28 -12.81
H -19.50 -24.97 -9.00
H -6.14 -29.47 -11.29
H -13.06 -26.40 0.18
H -7.79 -24.62 -6.19
H -13.90 -25.84 -15.46
H -10.39 -26.40 -5.66

=====

[3]
18
Properties=species:S:1:pos:R:3 method="wB97M-V/def2-TZVPD" multiplicity=1 homo_ev=-18.613 gap_ev=10.19 total_energy_ha=-485.04742 e_lumo_ev=-8.4201 fmax_ev_per_a=3.91 total_charge=+2 relative_energy_kcal_mol=0.0
N 2.83 -1.08 0.18
N 0.88 2.20 0.30
N 0.56 -0.80 1.55
N -0.65 -0.90 -0.75
N -0.85 1.33 -0.95
N -2.41 -0.16 -2.04
C -1.37 0.10 -1.33
C 0.10 1.24 -0.12
C 0.37 -0.37 0.12
C 1.67 -0.90 0.42
H 0.17 -1.67 2.07
H 3.49 -1.39 0.99
H 0.49 3.21 0.44
H 1.81 2.11 0.73
H -0.92 -1.88 -0.95
H -2.42 -1.18 -2.17
H -2.82 0.56 -2.58
H 0.66 -0.06 2.32